{
  "formula": "ClF",
  "method": "ωB97M-V with the def2-TZVPD basis set",
  "relative_energy_kcal_mol": 0.23,
  "total_charge": 0,
  "multiplicity": 1,
  "max_force_ev_per_a": 0.89,
  "smiles": "FCl",
  "lumo_energy_ha": -0.02177,
  "homo_lumo_gap_ha": 0.411,
  "species": ["F", "Cl"],
  "positions_angstrom": [[0.000000, 0.000000, -0.799148], [0.000000, 0.000000, 0.799148]],
  "forces_ev_per_a": [[0.00, 0.00, -0.89], [0.00, 0.00, 0.89]]
}

{
  "formula": "C8H17BN2",
  "method": "ωB97M-V with the def2-TZVPD basis set",
  "relative_energy_kcal_mol": 88.35,
  "total_charge": 0,
  "multiplicity": 1,
  "max_force_ev_per_a": 4.86,
  "lumo_energy_ha": [0.02368, 0.02371],
  "homo_lumo_gap_ha": [0.299, 0.299],
  "species": ["B", "C", "C", "C", "C", "C", "C", "C", "C", "N", "N", "H", "H", "H", "H", "H", "H", "H", "H", "H", "H", "H", "H", "H", "H", "H", "H", "H"],
  "positions_angstrom": [[-0.506061, -0.438721, 0.272013], [1.997054, 1.738882, -0.466984], [0.747300, 1.707705, -0.745512], [-2.079725, -1.954767, 1.153194], [-0.879575, -2.736627, 0.700860], [3.126677, 2.711064, -0.745620], [-0.219773, 2.428894, -1.615130], [-2.363666, 0.456477, 1.818346], [1.033317, -2.434945, -0.793185], [-1.573054, -0.579156, 1.115422], [-0.062910, -1.757361, -0.048793], [2.285702, 0.949342, 0.188111], [-2.845932, -2.045066, 0.374689], [-2.497372, -2.410838, 2.067204], [-0.262722, -2.862058, 1.645984], [-1.170873, -3.722408, 0.279158], [3.458170, 2.491344, -1.876511], [4.059246, 2.573843, -0.159459], [2.801183, 3.784797, -0.884855], [-0.613486, 3.212284, -1.014064], [0.271952, 2.858656, -2.506899], [-1.057876, 1.826249, -1.964283], [-2.300828, 0.480267, 2.890291], [-1.975624, 1.435054, 1.523218], [-3.421548, 0.327831, 1.484022], [1.575482, -1.783577, -1.510900], [1.844918, -2.780148, -0.127605], [0.630024, -3.477014, -1.052710]],
  "forces_ev_per_a": [[2.86, 0.72, -1.86], [2.42, 0.31, 1.53], [-3.94, -2.83, -0.17], [-0.25, -0.22, -1.08], [1.35, 0.51, 2.15], [0.28, 0.50, -3.94], [0.77, -0.13, -0.46], [-0.12, -0.21, -1.92], [-0.29, -0.60, 1.21], [-2.39, 1.41, 3.04], [0.56, -1.46, -1.94], [0.49, -0.50, 0.45], [-0.35, 0.05, 0.07], [0.26, 0.93, 0.05], [-0.59, -0.79, -0.75], [0.65, 0.75, -0.28], [-0.37, 0.29, 2.21], [-0.99, 0.22, -0.06], [0.39, -1.07, 0.81], [-0.62, 1.00, 0.31], [-0.09, -0.01, 0.30], [0.24, -0.12, 0.14], [0.07, -0.71, 0.62], [-0.24, -0.09, -0.29], [0.57, 0.43, 0.46], [-1.03, -0.66, -0.10], [-0.12, 0.50, 0.44], [0.50, 1.78, -0.94]]
}

{
  "formula": "H10O5",
  "method": "ωB97M-V with the def2-TZVPD basis set",
  "relative_energy_kcal_mol": 32.52,
  "total_charge": 1,
  "multiplicity": 2,
  "max_force_ev_per_a": 3.19,
  "lumo_energy_ha": [-0.14797, -0.34653],
  "homo_lumo_gap_ha": [0.356, 0.158],
  "species": ["O", "H", "H", "O", "H", "H", "O", "H", "O", "H", "H", "H", "O", "H", "H"],
  "positions_angstrom": [[2.515085, 0.890224, -1.062950], [0.886063, 1.296302, -0.773491], [3.300148, 1.490128, -0.882422], [-0.130885, 1.499699, -0.713236], [-0.657810, 0.605868, -0.536897], [-0.247421, 1.923580, 0.118431], [-0.712559, -0.861809, -0.523127], [0.273656, -0.871217, -1.474632], [1.174252, -0.791707, -2.168695], [1.930360, -0.160186, -1.852970], [1.445622, -1.552919, -2.696787], [-0.813732, -1.097790, 0.418033], [-3.118899, -0.771341, 3.681295], [-2.189949, -0.968299, 3.951763], [-3.653930, -0.630540, 4.515679]],
  "forces_ev_per_a": [[1.38, 1.80, 0.72], [-2.13, 0.39, 0.23], [-0.62, -0.73, -0.19], [2.22, 0.78, -0.97], [-0.20, -3.15, -0.50], [-0.20, 1.44, 1.42], [0.44, 1.83, -0.64], [-0.74, -0.88, 1.72], [0.58, 0.96, -0.04], [-1.21, -2.08, -0.96], [-0.04, -0.01, 0.09], [0.48, -0.36, -0.89], [0.20, 0.09, 1.35], [-1.34, 0.23, 0.04], [1.19, -0.32, -1.38]]
}

{
  "formula": "C18H31ClInNO2P2",
  "method": "ωB97M-V with the def2-TZVPD basis set",
  "relative_energy_kcal_mol": 17.64,
  "total_charge": 0,
  "multiplicity": 1,
  "max_force_ev_per_a": 2.20,
  "lumo_energy_ha": [-0.00997, -0.00997],
  "homo_lumo_gap_ha": [0.170, 0.170],
  "species": ["C", "C", "N", "C", "C", "C", "C", "P", "In", "P", "C", "C", "C", "C", "C", "C", "C", "O", "O", "H", "H", "H", "C", "C", "H", "H", "H", "H", "C", "C", "H", "H", "H", "H", "H", "H", "H", "H", "H", "H", "H", "H", "H", "H", "H", "H", "H", "H", "H", "H", "H", "H", "Cl", "C", "H", "H"],
  "positions_angstrom": [[-0.947802, 2.968758, -2.675143], [-0.976430, 2.071578, -1.598576], [0.170604, 1.798245, -0.944552], [1.341968, 2.366388, -1.296200], [1.409200, 3.343524, -2.291870], [0.234466, 3.680466, -2.985023], [-2.308591, 1.437314, -1.214739], [-2.251614, 0.262496, 0.185871], [0.065149, 0.473361, 1.246666], [2.406422, 0.346327, 0.364927], [2.624719, 1.940912, -0.556614], [-0.157676, -1.511488, 2.197311], [-0.700653, -1.527401, 3.480578], [-0.760191, -2.746719, 4.179669], [-0.251301, -3.912463, 3.600223], [0.270669, -3.881176, 2.296773], [0.288974, -2.670018, 1.582334], [-1.944097, -1.274435, -4.542587], [1.322877, -1.547595, -2.982744], [-1.861729, 3.267345, -3.173386], [2.388822, 3.766739, -2.510820], [0.288711, 4.427370, -3.765683], [-3.643992, 0.987154, 1.101317], [-2.778742, -1.397653, -0.344627], [3.456253, 1.842396, -1.283261], [2.922473, 2.734608, 0.156129], [-2.838485, 0.955989, -2.066181], [-2.990106, 2.238460, -0.893862], [3.657740, 0.326879, 1.664402], [2.892519, -0.914420, -0.828492], [-1.093326, -0.622408, 3.948770], [-1.191661, -2.775751, 5.187199], [-0.265608, -4.857202, 4.150107], [0.675603, -4.784719, 1.831761], [0.650770, -2.650732, 0.543791], [0.890721, -2.403411, -2.796532], [1.947294, -1.754616, -3.719142], [-1.624791, -1.346103, -3.622550], [-1.746718, -0.333722, -4.807574], [-0.133390, -3.664450, -2.841601], [-4.502212, 0.966283, 0.417522], [-3.885005, 0.462904, 2.028907], [-3.404897, 2.032241, 1.330775], [-3.877078, -1.439067, -0.370473], [-2.360499, -1.638385, -1.334676], [-2.435295, -2.169747, 0.359983], [3.885120, -0.721231, -1.262006], [2.860849, -1.896021, -0.343332], [2.152362, -0.931348, -1.652545], [4.652349, 0.544286, 1.249288], [3.393045, 1.047985, 2.449333], [3.647389, -0.688248, 2.082176], [0.887160, 1.928458, 3.934632], [0.023992, 2.273015, 2.475185], [-1.014015, 2.499381, 2.716927], [0.537661, 3.069650, 1.942228]],
  "forces_ev_per_a": [[0.66, 1.17, 0.28], [0.86, 0.41, -0.99], [-0.28, -0.10, -0.18], [-0.28, 0.02, 0.01], [-0.48, -0.37, -0.04], [0.26, -1.27, 0.81], [-0.27, -0.16, -0.41], [-0.15, 0.09, -0.19], [-0.33, -0.90, 0.74], [0.85, 0.16, -0.90], [-0.15, 0.12, -0.02], [0.02, 1.56, -0.25], [-0.04, -1.18, 0.32], [-0.05, 0.25, 0.03], [0.11, 0.06, -0.37], [-0.08, 0.26, 0.00], [0.20, -0.85, 0.28], [0.07, 1.78, 0.08], [1.17, 1.00, -1.57], [-0.05, -0.31, -0.07], [-0.37, 0.11, -0.09], [-0.27, -0.04, -0.01], [-0.25, -0.06, 0.19], [-0.27, -0.09, -0.12], [-0.45, 0.04, 0.32], [-0.19, -0.33, -0.22], [0.65, 0.32, 0.19], [0.26, -0.07, -0.13], [0.18, 0.20, 0.18], [0.05, 0.27, 0.34], [0.20, -0.18, -0.06], [0.19, -0.04, -0.38], [-0.02, 0.34, -0.15], [-0.26, 0.25, 0.19], [-0.10, -0.12, 0.46], [-1.20, -1.40, -0.01], [-0.85, 0.17, 0.73], [0.25, -0.35, -0.65], [-0.20, -1.54, 0.46], [0.17, 0.42, 0.35], [-0.02, 0.02, 0.31], [0.05, -0.01, -0.15], [-0.04, -0.23, 0.03], [0.26, 0.02, -0.19], [-0.09, 0.00, 0.33], [0.09, 0.40, -0.15], [-0.16, -0.02, 0.31], [0.07, 0.13, -0.12], [0.27, -0.14, 0.26], [-0.24, -0.08, 0.19], [0.17, -0.22, -0.13], [0.06, 0.27, 0.01], [0.78, -0.13, 1.40], [-0.58, -0.34, -1.35], [0.20, 0.41, -0.02], [-0.33, 0.26, 0.14]]
}

What did the second record say?
{
  "formula": "C8H17BN2",
  "method": "ωB97M-V with the def2-TZVPD basis set",
  "relative_energy_kcal_mol": 88.35,
  "total_charge": 0,
  "multiplicity": 1,
  "max_force_ev_per_a": 4.86,
  "lumo_energy_ha": [0.02368, 0.02371],
  "homo_lumo_gap_ha": [0.299, 0.299],
  "species": ["B", "C", "C", "C", "C", "C", "C", "C", "C", "N", "N", "H", "H", "H", "H", "H", "H", "H", "H", "H", "H", "H", "H", "H", "H", "H", "H", "H"],
  "positions_angstrom": [[-0.506061, -0.438721, 0.272013], [1.997054, 1.738882, -0.466984], [0.747300, 1.707705, -0.745512], [-2.079725, -1.954767, 1.153194], [-0.879575, -2.736627, 0.700860], [3.126677, 2.711064, -0.745620], [-0.219773, 2.428894, -1.615130], [-2.363666, 0.456477, 1.818346], [1.033317, -2.434945, -0.793185], [-1.573054, -0.579156, 1.115422], [-0.062910, -1.757361, -0.048793], [2.285702, 0.949342, 0.188111], [-2.845932, -2.045066, 0.374689], [-2.497372, -2.410838, 2.067204], [-0.262722, -2.862058, 1.645984], [-1.170873, -3.722408, 0.279158], [3.458170, 2.491344, -1.876511], [4.059246, 2.573843, -0.159459], [2.801183, 3.784797, -0.884855], [-0.613486, 3.212284, -1.014064], [0.271952, 2.858656, -2.506899], [-1.057876, 1.826249, -1.964283], [-2.300828, 0.480267, 2.890291], [-1.975624, 1.435054, 1.523218], [-3.421548, 0.327831, 1.484022], [1.575482, -1.783577, -1.510900], [1.844918, -2.780148, -0.127605], [0.630024, -3.477014, -1.052710]],
  "forces_ev_per_a": [[2.86, 0.72, -1.86], [2.42, 0.31, 1.53], [-3.94, -2.83, -0.17], [-0.25, -0.22, -1.08], [1.35, 0.51, 2.15], [0.28, 0.50, -3.94], [0.77, -0.13, -0.46], [-0.12, -0.21, -1.92], [-0.29, -0.60, 1.21], [-2.39, 1.41, 3.04], [0.56, -1.46, -1.94], [0.49, -0.50, 0.45], [-0.35, 0.05, 0.07], [0.26, 0.93, 0.05], [-0.59, -0.79, -0.75], [0.65, 0.75, -0.28], [-0.37, 0.29, 2.21], [-0.99, 0.22, -0.06], [0.39, -1.07, 0.81], [-0.62, 1.00, 0.31], [-0.09, -0.01, 0.30], [0.24, -0.12, 0.14], [0.07, -0.71, 0.62], [-0.24, -0.09, -0.29], [0.57, 0.43, 0.46], [-1.03, -0.66, -0.10], [-0.12, 0.50, 0.44], [0.50, 1.78, -0.94]]
}